Density functional theory data (ωB97M-V with the def2-TZVPD basis set) for a structure of composition C33H34ClN5O3V.

Cartesian coordinates (Å):
V  -0.86  -0.32  -0.62
C  -1.53  -2.68  1.89
N  -0.51  -1.69  1.50
C  -0.21  -0.86  2.67
C  0.70  -2.42  1.07
C  0.47  -3.00  -0.30
C  0.96  -4.24  -0.68
C  0.74  -4.71  -1.97
C  0.02  -3.93  -2.87
C  -0.48  -2.69  -2.48
C  -0.25  -2.21  -1.19
H  -1.20  -3.25  2.76
H  -1.69  -3.38  1.07
H  -2.47  -2.19  2.14
H  0.17  -1.46  3.50
H  -1.12  -0.35  3.00
H  0.54  -0.11  2.41
H  0.97  -3.20  1.80
H  1.53  -1.70  1.05
H  1.52  -4.84  0.03
H  1.12  -5.67  -2.26
H  -0.16  -4.30  -3.88
H  -1.02  -2.10  -3.21
N  4.32  -0.13  -2.07
C  3.41  0.39  -1.22
C  2.12  -0.17  -1.14
N  1.20  0.34  -0.33
C  1.55  1.38  0.44
C  2.83  1.90  0.37
N  3.76  1.42  -0.46
H  4.03  -0.73  -2.82
H  5.18  0.38  -2.20
H  1.83  -1.01  -1.76
H  0.81  1.79  1.10
H  3.12  2.73  0.99
C  -1.68  3.24  1.51
C  -2.21  1.84  1.44
O  -1.55  0.98  0.86
C  -3.51  1.52  2.05
C  -4.26  2.49  2.72
C  -5.50  2.17  3.24
C  -6.00  0.88  3.10
C  -5.26  -0.09  2.44
C  -4.02  0.22  1.93
H  -0.72  3.31  1.01
H  -1.60  3.57  2.54
H  -2.38  3.92  1.01
H  -3.89  3.50  2.82
H  -6.08  2.93  3.75
H  -6.97  0.64  3.51
H  -5.65  -1.10  2.34
H  -3.42  -0.52  1.42
O  0.67  0.58  -3.75
C  0.06  1.20  -2.92
O  -0.93  0.67  -2.19
C  0.33  2.65  -2.64
C  1.53  3.19  -3.10
C  1.85  4.51  -2.82
C  0.97  5.30  -2.09
C  -0.24  4.76  -1.64
C  -0.55  3.44  -1.91
H  2.19  2.57  -3.68
H  2.78  4.93  -3.17
H  1.21  6.33  -1.87
H  -0.93  5.39  -1.09
H  -1.48  3.02  -1.57
Cl  -5.37  -3.88  -0.78
C  -4.80  -2.28  -1.03
C  -5.66  -1.25  -1.37
C  -5.13  0.01  -1.57
C  -3.77  0.20  -1.39
N  -2.94  -0.79  -1.04
C  -3.45  -2.02  -0.89
H  -6.72  -1.45  -1.49
H  -5.76  0.84  -1.86
H  -3.31  1.17  -1.55
H  -2.74  -2.81  -0.66

charge = +1
LUMO level (spin up / spin down) = -3.5 / -3.5 eV
2S+1 = 3
HOMO level (spin up / spin down) = -10.889 / -11.211 eV
frontier orbital gap (spin up / spin down) = 7.3809 / 7.6808 eV
DFT total energy = -86573.6817 eV

Löwdin population analysis, charges in e, atoms 1 to 8: 0.94, -0.06, -0.27, -0.08, -0.16, -0.27, -0.03, -0.07